Entry from the Open Molecules 2025 dataset: C32H63N9O8S2 as an isolated structure (ωB97M-V with the def2-TZVPD basis set).

Element x y z (Å)
C (4.844, 2.625, -2.106)
C (3.840, 1.531, -1.772)
O (2.643, 1.714, -2.547)
C (1.476, 1.631, -1.832)
C (1.116, 0.330, -1.343)
C (-0.002, 0.131, -0.604)
C (-0.805, 1.264, -0.342)
N (-1.928, 1.274, 0.393)
S (-2.460, 2.778, 0.396)
N (-1.376, 3.493, -0.532)
C (-0.475, 2.547, -0.871)
C (0.711, 2.744, -1.635)
C (1.150, 4.068, -2.204)
C (1.892, 4.954, -1.200)
C (1.046, 5.457, -0.014)
S (1.389, 4.584, 1.542)
H (4.698, 3.001, -3.115)
H (5.853, 2.232, -1.979)
H (4.745, 3.445, -1.395)
H (4.235, 0.542, -2.007)
H (3.591, 1.584, -0.711)
H (1.764, -0.507, -1.570)
H (-0.263, -0.851, -0.234)
H (0.319, 4.590, -2.676)
H (1.844, 3.844, -3.013)
H (2.246, 5.831, -1.745)
H (2.779, 4.443, -0.823)
H (-0.008, 5.385, -0.258)
H (1.306, 6.495, 0.180)
H (1.746, 3.404, 1.024)
C (-1.152, 2.924, -4.750)
C (-0.874, 4.233, -5.458)
O (0.183, 4.831, -5.300)
N (-1.840, 4.721, -6.268)
C (-3.142, 4.136, -6.564)
H (-0.282, 2.668, -4.152)
H (-2.020, 3.027, -4.096)
H (-1.336, 2.124, -5.470)
H (-1.590, 5.595, -6.704)
H (-3.229, 3.948, -7.636)
H (-3.934, 4.826, -6.267)
H (-3.284, 3.199, -6.026)
C (-6.197, -0.782, 3.729)
C (-4.806, -0.393, 3.281)
O (-3.901, -0.225, 4.081)
N (-4.596, -0.237, 1.949)
C (-5.545, -0.396, 0.866)
H (-6.192, -0.865, 4.811)
H (-6.926, -0.026, 3.434)
H (-6.489, -1.742, 3.301)
H (-3.646, 0.020, 1.710)
H (-5.205, -1.172, 0.177)
H (-5.639, 0.538, 0.306)
H (-6.522, -0.671, 1.249)
C (-6.103, 1.064, -3.564)
C (-4.749, 1.236, -4.210)
O (-4.608, 1.895, -5.236)
N (-3.690, 0.649, -3.612)
C (-3.668, -0.121, -2.378)
H (-6.835, 1.597, -4.162)
H (-6.380, 0.010, -3.520)
H (-6.106, 1.475, -2.553)
H (-2.818, 0.787, -4.098)
H (-3.004, 0.364, -1.664)
H (-3.297, -1.130, -2.559)
H (-4.662, -0.182, -1.951)
C (-4.475, -4.054, 0.593)
C (-3.100, -3.859, -0.005)
O (-2.928, -3.297, -1.081)
N (-2.036, -4.306, 0.692)
C (-2.001, -4.978, 1.975)
H (-5.207, -3.634, -0.091)
H (-4.693, -5.113, 0.733)
H (-4.554, -3.545, 1.555)
H (-1.150, -4.114, 0.244)
H (-1.426, -4.387, 2.688)
H (-1.520, -5.952, 1.876)
H (-3.005, -5.121, 2.362)
C (-1.681, -0.865, 6.263)
C (-1.993, -1.233, 7.695)
O (-3.130, -1.422, 8.091)
N (-0.940, -1.352, 8.556)
C (0.469, -1.169, 8.277)
H (-2.608, -0.802, 5.701)
H (-1.180, 0.103, 6.215)
H (-1.040, -1.622, 5.807)
H (-1.213, -1.599, 9.493)
H (1.023, -2.087, 8.488)
H (0.882, -0.371, 8.898)
H (0.617, -0.908, 7.235)
C (3.160, -4.332, 0.857)
C (2.121, -3.243, 0.979)
O (0.926, -3.490, 1.081)
N (2.559, -1.962, 0.969)
C (3.929, -1.491, 0.851)
H (2.652, -5.291, 0.880)
H (3.710, -4.242, -0.080)
H (3.871, -4.285, 1.682)
H (1.820, -1.280, 1.058)
H (4.194, -0.903, 1.731)
H (4.025, -0.856, -0.033)
H (4.619, -2.321, 0.763)
C (7.925, -2.829, -1.320)
C (7.723, -2.907, 0.175)
O (6.616, -3.069, 0.668)
N (8.819, -2.789, 0.963)
C (10.199, -2.594, 0.560)
H (6.958, -2.940, -1.801)
H (8.352, -1.867, -1.605)
H (8.583, -3.626, -1.665)
H (8.615, -2.851, 1.948)
H (10.818, -3.418, 0.919)
H (10.588, -1.665, 0.979)
H (10.278, -2.546, -0.520)

Properties
HOMO = -8.8 eV
LUMO energy = -0.51 eV
Kohn-Sham gap = 8.29 eV
Electronic energy = -85670.2970 eV



Entry from the Open Molecules 2025 dataset: a 10-piece molecular cluster, C32H64Cl8O18 overall (ωB97M-V with the def2-TZVPD basis set).

Element x y z (Å)
C (-3.961, 0.289, 1.786)
C (-4.741, -0.682, 0.924)
O (-4.126, -2.017, 1.135)
C (-4.715, -3.024, 0.511)
O (-5.343, -2.955, -0.518)
O (-4.564, -4.135, 1.171)
C (-5.306, -5.234, 0.589)
H (-4.625, 1.173, 1.908)
H (-2.959, 0.663, 1.413)
H (-3.828, -0.188, 2.795)
H (-4.692, -0.413, -0.113)
H (-5.746, -0.847, 1.288)
H (-6.375, -5.129, 0.788)
H (-5.022, -5.997, 1.241)
H (-5.033, -5.496, -0.396)
C (-1.019, -5.241, 1.783)
C (-0.872, -3.844, 1.315)
O (-1.604, -3.706, 0.109)
C (-1.565, -2.422, -0.355)
O (-1.031, -1.522, 0.259)
O (-2.107, -2.347, -1.531)
C (-2.227, -0.938, -1.982)
H (-0.523, -5.242, 2.755)
H (-0.503, -5.869, 1.044)
H (-2.079, -5.485, 1.871)
H (0.145, -3.545, 1.137)
H (-1.273, -3.071, 2.023)
H (-2.362, -0.321, -1.101)
H (-3.029, -0.956, -2.733)
H (-1.344, -0.728, -2.555)
C (5.361, -0.176, -2.543)
C (3.935, -0.188, -2.957)
O (3.645, -1.543, -3.493)
C (2.330, -1.897, -3.282)
O (1.481, -1.244, -2.758)
O (2.307, -3.216, -3.492)
C (0.983, -3.838, -3.443)
H (5.544, -0.966, -1.828)
H (5.514, 0.833, -2.128)
H (6.083, -0.216, -3.329)
H (3.748, 0.593, -3.701)
H (3.298, -0.043, -2.074)
H (0.256, -3.434, -4.216)
H (0.634, -3.662, -2.416)
H (1.103, -4.903, -3.549)
C (0.982, 4.056, -4.098)
C (1.056, 5.527, -3.724)
O (1.538, 5.600, -2.360)
C (0.650, 5.452, -1.392)
O (-0.506, 5.126, -1.486)
O (1.246, 5.654, -0.228)
C (0.359, 5.537, 0.876)
H (2.016, 3.705, -3.919)
H (0.890, 3.976, -5.199)
H (0.173, 3.546, -3.555)
H (0.064, 6.071, -3.797)
H (1.866, 6.076, -4.253)
H (-0.519, 6.182, 0.700)
H (0.934, 5.864, 1.734)
H (0.009, 4.535, 0.998)
C (-4.079, 3.757, -3.084)
C (-3.613, 3.167, -1.740)
O (-4.672, 3.184, -0.750)
C (-5.520, 2.173, -0.860)
O (-5.668, 1.399, -1.809)
O (-6.292, 2.128, 0.267)
C (-7.492, 1.455, 0.132)
H (-4.885, 3.137, -3.490)
H (-3.336, 3.743, -3.907)
H (-4.506, 4.722, -2.896)
H (-2.793, 3.713, -1.367)
H (-3.271, 2.125, -1.824)
H (-7.365, 0.559, -0.477)
H (-8.378, 1.953, -0.307)
H (-7.835, 1.062, 1.073)
C (4.187, -2.897, 1.500)
C (3.612, -3.186, 0.067)
O (2.596, -4.222, 0.072)
C (3.061, -5.462, 0.182)
O (4.213, -5.737, 0.367)
O (2.060, -6.369, 0.183)
C (2.432, -7.748, 0.530)
H (3.452, -3.242, 2.196)
H (4.439, -1.832, 1.673)
H (5.093, -3.518, 1.658)
H (4.376, -3.468, -0.630)
H (3.095, -2.277, -0.284)
H (1.623, -8.151, 1.109)
H (3.382, -7.758, 1.152)
H (2.581, -8.257, -0.393)
Cl (2.093, 3.222, 3.299)
C (3.197, 3.161, 4.682)
C (2.383, 2.628, 5.873)
Cl (3.400, 2.482, 7.338)
H (3.706, 4.118, 4.739)
H (4.058, 2.522, 4.452)
H (2.000, 1.640, 5.581)
H (1.615, 3.308, 6.126)
Cl (-1.156, 0.921, 4.914)
C (-0.880, -0.507, 3.873)
C (0.483, -0.645, 3.269)
Cl (1.781, -0.920, 4.444)
H (-1.527, -0.346, 3.022)
H (-1.183, -1.365, 4.461)
H (0.788, 0.228, 2.591)
H (0.323, -1.536, 2.615)
Cl (3.793, 3.548, -1.648)
C (4.577, 4.413, -0.291)
C (4.779, 3.389, 0.802)
Cl (5.886, 3.898, 2.200)
H (3.961, 5.257, 0.054)
H (5.470, 4.789, -0.748)
H (5.229, 2.438, 0.492)
H (3.809, 3.144, 1.237)
Cl (-0.761, 1.937, 0.943)
C (0.496, 2.229, -0.275)
C (1.112, 0.942, -0.773)
Cl (2.377, 0.278, 0.255)
H (1.256, 2.804, 0.272)
H (0.057, 2.791, -1.108)
H (1.510, 1.101, -1.769)
H (0.322, 0.199, -0.916)

Properties
HOMO = -10.4 eV
LUMO energy = 0.45 eV
Energy above the lowest of the compared OMol25 structures with the same formula, charge and spin = 0.000 eV
Kohn-Sham gap = 10.89 eV
Electronic energy = -171257.5710 eV
SMILES = CCOC(=O)OC.CCOC(=O)OC.CCOC(=O)OC.CCOC(=O)OC.CCOC(=O)OC.CCOC(=O)OC.ClCCCl.ClCCCl.ClCCCl.ClCCCl



Entry from the Open Molecules 2025 dataset: a 9-piece molecular cluster, C32H64NO18S6 overall (ωB97M-V with the def2-TZVPD basis set).

Element x y z (Å)
N (-0.786, -0.332, -0.111)
H (-0.280, 0.144, -0.810)
H (-1.688, -0.518, -0.509)
H (-1.034, 0.194, 0.714)
H (-0.411, -1.387, 0.051)
C (-0.057, 6.062, 0.494)
C (0.303, 4.746, 1.197)
C (0.354, 4.900, 2.756)
O (-0.445, 3.782, 3.164)
C (-0.935, 3.122, 2.085)
O (-1.457, 1.982, 2.185)
O (-0.698, 3.787, 1.082)
H (0.112, 5.919, -0.494)
H (0.439, 6.975, 0.994)
H (-1.043, 6.494, 0.660)
H (1.231, 4.436, 0.849)
H (-0.199, 5.787, 3.072)
H (1.417, 4.875, 3.159)
C (2.743, -1.392, -6.263)
C (2.288, -0.085, -5.674)
C (0.942, 0.307, -6.309)
O (0.233, 0.910, -5.163)
C (0.765, 0.473, -4.034)
O (0.334, 0.633, -2.872)
O (1.969, -0.131, -4.196)
H (2.509, -1.484, -7.439)
H (2.129, -2.260, -5.926)
H (3.792, -1.850, -6.098)
H (2.976, 0.853, -5.890)
H (0.427, -0.476, -6.604)
H (1.081, 0.831, -7.095)
C (4.075, 2.274, -1.725)
C (4.379, 0.900, -1.307)
C (3.989, 0.532, 0.080)
S (2.748, 1.725, 0.451)
O (3.354, 2.534, 1.441)
O (1.442, 1.114, 0.757)
C (2.643, 2.407, -1.087)
H (4.150, 2.702, -2.800)
H (4.583, 3.011, -1.325)
H (5.278, 0.671, -1.705)
H (3.497, 0.268, -1.714)
H (4.861, 0.656, 0.697)
H (3.517, -0.292, 0.156)
H (2.221, 3.211, -0.992)
H (2.018, 1.648, -1.617)
C (-5.521, 1.035, 3.051)
C (-6.174, -0.376, 3.419)
C (-6.080, -1.114, 2.101)
S (-4.472, -0.764, 1.434)
O (-4.578, -0.439, 0.085)
O (-3.452, -1.630, 1.852)
C (-4.190, 0.647, 2.250)
H (-5.350, 1.708, 4.005)
H (-6.082, 1.510, 2.229)
H (-7.377, -0.363, 3.706)
H (-5.507, -0.841, 4.122)
H (-6.782, -0.769, 1.274)
H (-6.007, -2.145, 2.191)
H (-3.925, 1.489, 1.760)
H (-3.286, 0.391, 2.936)
C (2.406, 0.621, 5.455)
C (1.883, -0.694, 6.073)
C (1.971, -1.783, 5.022)
S (1.884, -1.023, 3.438)
O (0.585, -1.219, 2.816)
O (3.087, -1.484, 2.726)
C (2.078, 0.646, 3.984)
H (3.415, 0.877, 5.560)
H (2.040, 1.408, 6.108)
H (0.867, -0.700, 6.159)
H (2.487, -0.966, 6.956)
H (1.340, -2.442, 5.295)
H (2.857, -2.433, 4.999)
H (1.151, 0.878, 3.641)
H (2.573, 1.299, 3.433)
C (-1.903, -6.767, 0.275)
C (-3.105, -6.014, 0.809)
C (-2.635, -4.866, 1.660)
S (-1.190, -4.268, 0.904)
O (-0.131, -4.185, 1.829)
O (-1.456, -3.269, -0.111)
C (-0.819, -5.802, 0.108)
H (-2.310, -7.413, -0.397)
H (-1.558, -7.520, 1.158)
H (-3.739, -6.623, 1.427)
H (-3.581, -5.737, -0.154)
H (-2.529, -5.226, 2.664)
H (-3.304, -3.877, 1.618)
H (0.072, -6.155, 0.410)
H (-0.478, -5.367, -0.892)
C (-3.521, 5.191, -2.728)
C (-3.868, 4.023, -3.659)
C (-2.880, 2.843, -3.457)
S (-2.155, 3.137, -1.906)
O (-0.763, 3.559, -1.984)
O (-2.564, 1.989, -1.100)
C (-3.136, 4.520, -1.341)
H (-4.372, 5.894, -2.542)
H (-2.517, 5.521, -3.216)
H (-3.785, 4.187, -4.534)
H (-4.901, 3.713, -3.620)
H (-2.119, 3.115, -4.236)
H (-3.334, 1.900, -3.662)
H (-2.743, 5.025, -0.508)
H (-4.056, 3.825, -1.135)
C (4.047, -3.398, 0.075)
C (4.844, -2.712, -1.105)
C (4.079, -3.016, -2.402)
S (2.378, -2.961, -1.776)
O (1.476, -3.725, -2.569)
O (2.017, -1.576, -1.447)
C (2.653, -3.836, -0.304)
H (4.140, -2.807, 1.047)
H (4.473, -4.356, 0.389)
H (5.933, -2.911, -1.075)
H (4.891, -1.791, -1.130)
H (4.123, -4.123, -2.761)
H (4.221, -2.098, -2.975)
H (2.393, -4.801, -0.490)
H (2.106, -3.221, 0.481)

Properties
HOMO = -11.8 eV
Total charge = +1
LUMO energy = -1.34 eV
Energy above the lowest of the compared OMol25 structures with the same formula, charge and spin = 3.043 eV
Kohn-Sham gap = 10.45 eV
Electronic energy = -137558.6857 eV



Entry from the Open Molecules 2025 dataset: a 2-piece molecular cluster, C32H64NO2 overall (ωB97M-V with the def2-TZVPD basis set).

Element x y z (Å)
C (-4.884, 1.493, 5.568)
C (-5.979, 1.988, 4.606)
C (-5.327, 2.341, 3.273)
C (-6.259, 3.063, 2.288)
C (-5.527, 3.993, 1.322)
C (-4.684, 3.284, 0.249)
C (-3.171, 3.604, 0.299)
C (-2.465, 2.831, 1.428)
C (-1.048, 2.331, 1.075)
C (-0.764, 1.061, 1.914)
C (0.669, 0.924, 2.464)
C (1.303, -0.429, 2.051)
C (2.840, -0.442, 1.998)
C (3.499, 0.448, 0.946)
C (3.542, -0.181, -0.448)
C (4.275, -1.522, -0.444)
C (5.421, -1.779, 0.528)
C (5.802, -3.225, 0.071)
C (5.706, -3.181, -1.471)
N (4.967, -1.892, -1.713)
C (4.277, -1.648, -3.028)
C (2.813, -2.059, -3.057)
C (2.482, -3.445, -2.504)
C (0.947, -3.605, -2.463)
C (0.378, -3.764, -1.029)
C (-0.548, -4.971, -0.886)
C (-2.018, -4.656, -1.185)
C (-2.594, -3.504, -0.341)
C (-2.896, -2.284, -1.214)
H (-5.276, 0.873, 6.366)
H (-4.202, 0.882, 4.978)
H (-4.281, 2.313, 5.941)
H (-6.629, 1.132, 4.453)
H (-6.504, 2.825, 5.055)
H (-4.983, 1.412, 2.831)
H (-4.486, 2.999, 3.475)
H (-6.782, 2.311, 1.703)
H (-6.988, 3.642, 2.851)
H (-4.954, 4.754, 1.849)
H (-6.315, 4.524, 0.792)
H (-4.810, 2.204, 0.277)
H (-5.011, 3.587, -0.743)
H (-2.712, 3.437, -0.666)
H (-3.132, 4.660, 0.560)
H (-2.389, 3.419, 2.333)
H (-3.039, 1.931, 1.595)
H (-1.018, 2.012, 0.041)
H (-0.290, 3.084, 1.270)
H (-1.418, 1.135, 2.781)
H (-1.091, 0.173, 1.386)
H (0.651, 0.893, 3.550)
H (1.311, 1.754, 2.191)
H (0.931, -0.642, 1.045)
H (0.922, -1.213, 2.697)
H (3.189, -0.157, 2.989)
H (3.130, -1.481, 1.878)
H (4.507, 0.679, 1.288)
H (3.004, 1.406, 0.832)
H (2.510, -0.362, -0.725)
H (3.938, 0.520, -1.178)
H (3.521, -2.231, -0.127)
H (5.143, -1.911, 1.563)
H (6.252, -1.087, 0.441)
H (6.778, -3.511, 0.433)
H (5.022, -3.910, 0.377)
H (5.233, -4.019, -1.956)
H (6.699, -2.994, -1.861)
H (5.723, -1.204, -1.722)
H (4.864, -2.122, -3.807)
H (4.311, -0.576, -3.183)
H (2.525, -2.070, -4.104)
H (2.204, -1.298, -2.582)
H (2.855, -4.197, -3.198)
H (2.920, -3.646, -1.533)
H (0.512, -2.704, -2.886)
H (0.605, -4.430, -3.080)
H (-0.151, -2.849, -0.788)
H (1.188, -3.857, -0.306)
H (-0.238, -5.728, -1.602)
H (-0.492, -5.432, 0.098)
H (-2.116, -4.466, -2.254)
H (-2.606, -5.549, -0.989)
H (-1.828, -3.203, 0.373)
H (-3.456, -3.817, 0.237)
H (-2.054, -2.063, -1.864)
H (-3.742, -2.495, -1.860)
H (-3.087, -1.413, -0.595)
O (1.074, 1.215, -2.040)
C (1.228, 2.328, -2.465)
O (2.338, 3.052, -2.203)
C (2.201, 4.383, -2.747)
C (1.155, 4.254, -3.844)
C (0.264, 3.138, -3.301)
H (1.883, 5.050, -1.944)
H (3.165, 4.716, -3.120)
H (0.630, 5.185, -4.047)
H (1.629, 3.927, -4.772)
H (-0.521, 3.522, -2.650)
H (-0.170, 2.528, -4.088)

Properties
HOMO = -11.8 eV
Total charge = +1
LUMO energy = -2.38 eV
Kohn-Sham gap = 9.43 eV
Electronic energy = -39801.4999 eV